Formula: C33H38N3
Source: OMol25
Level of theory: wB97M-V/def2-TZVPD

Last column: Mulliken charge in e.
Geometry (Å):
C: -1.722 3.200 1.781  -0.955
C: -0.833 2.444 2.695  1.337
C: -1.200 1.177 3.210  -0.289
N: -2.409 0.590 2.765  0.397
C: -2.978 0.839 1.535  -0.507
N: -4.126 0.127 1.520  0.330
C: -5.119 0.056 0.471  -1.079
C: -4.290 -0.581 2.709  -0.998
C: -3.229 -0.306 3.480  -0.427
C: -0.331 0.496 4.090  1.850
C: -0.562 -0.875 4.639  -2.357
C: 0.870 1.110 4.465  -0.900
C: 1.238 2.367 3.981  0.645
C: 2.543 2.971 4.407  -1.517
C: 0.391 3.009 3.076  -1.263
H: -1.131 3.885 1.160  0.332
H: -2.268 2.490 1.104  -0.358
H: -2.486 3.796 2.303  0.370
H: -4.717 0.423 -0.481  0.418
H: -5.424 -0.989 0.351  0.382
H: -6.015 0.637 0.743  0.315
H: -5.156 -1.201 2.870  0.505
H: -2.976 -0.651 4.464  0.609
H: 0.419 -1.321 4.848  0.448
H: -1.094 -0.853 5.601  0.378
H: -1.101 -1.539 3.959  0.513
H: 1.553 0.563 5.126  0.400
H: 2.635 3.999 4.057  0.369
H: 2.653 2.973 5.496  0.373
H: 3.394 2.410 3.999  0.312
H: 0.688 3.962 2.640  0.344
C: 1.074 1.072 -1.974  -1.597
C: 0.495 -0.307 -1.643  2.375
C: 1.466 -1.392 -2.123  -2.098
C: 0.252 -0.432 -0.141  -1.420
C: -0.825 -0.478 -2.387  -0.579
N: -0.860 -1.193 -3.527  0.075
C: -2.108 -1.116 -4.134  -0.652
C: -2.913 -0.287 -3.343  0.277
C: -4.179 0.058 -3.820  0.054
C: -4.588 -0.432 -5.072  -0.914
C: -3.755 -1.261 -5.835  -0.556
C: -2.480 -1.600 -5.378  -0.757
C: -2.093 0.160 -2.199  0.309
C: -2.483 1.119 -1.240  0.875
C: -3.101 2.343 -1.657  0.481
C: -2.865 2.830 -2.982  -0.418
C: -3.607 3.875 -3.510  -0.894
C: -4.516 4.583 -2.712  1.098
C: -5.331 5.684 -3.326  -1.533
C: -4.640 4.228 -1.360  -1.210
C: -3.996 3.102 -0.854  0.125
H: 0.393 1.880 -1.681  0.266
H: 2.034 1.214 -1.457  0.442
H: 1.262 1.166 -3.052  0.393
H: 1.042 -2.396 -2.010  0.409
H: 1.756 -1.241 -3.169  0.422
H: 2.391 -1.360 -1.536  0.405
H: -0.275 -1.369 0.083  0.380
H: 1.204 -0.439 0.411  0.492
H: -0.356 0.399 0.231  -0.094
H: -0.099 -1.733 -3.929  0.276
H: -4.840 0.693 -3.224  0.436
H: -5.581 -0.176 -5.450  0.403
H: -4.096 -1.625 -6.804  0.398
H: -1.782 -2.208 -5.949  0.397
H: -2.389 0.878 -0.160  0.218
H: -2.123 2.327 -3.603  0.493
H: -3.483 4.143 -4.559  0.439
H: -5.875 6.245 -2.561  0.362
H: -4.703 6.389 -3.882  0.381
H: -6.073 5.286 -4.033  0.323
H: -5.269 4.836 -0.697  0.343
H: -4.221 2.740 0.153  0.394

The largest force on an atom is 2.1 eV/A. The value obtained for the energy above the lowest of the compared OMol25 structures with the same formula, charge and spin is 222.6 kJ/mol. As for the energy: -1444.27550 hartree. The charge is +1. As for the HOMO energy: -10.412 eV. For the orbital gap, the calculation gives 5.91 eV.

=====

Formula: C7H28N14O7Tl
Source: OMol25
Level of theory: wB97M-V/def2-TZVPD

Last column: Mulliken charge in e.
Geometry (Å):
Tl: -0.489 0.610 0.268  1.930
C: 3.413 -0.435 0.565  0.581
O: 2.277 0.027 0.796  -0.301
N: 4.535 0.263 0.908  -0.371
N: 3.609 -1.663 0.058  -0.327
H: 5.391 -0.262 0.835  0.202
H: 4.408 0.983 1.597  0.234
H: 2.839 -2.185 -0.319  0.149
H: 4.565 -1.953 -0.064  0.187
C: -2.790 -1.949 -1.893  0.546
O: -2.202 -1.096 -1.204  -0.489
N: -3.526 -2.945 -1.340  -0.334
N: -2.608 -2.038 -3.235  -0.400
H: -4.020 -3.630 -1.882  0.200
H: -3.479 -2.884 -0.336  0.159
H: -3.020 -2.822 -3.709  0.178
H: -2.061 -1.326 -3.684  0.216
C: -2.301 2.316 -2.755  0.640
O: -1.483 1.759 -1.997  -0.478
N: -1.934 3.204 -3.697  -0.370
N: -3.642 2.221 -2.554  -0.375
H: -2.635 3.667 -4.252  0.175
H: -0.998 3.487 -3.928  0.220
H: -4.269 2.596 -3.244  0.211
H: -3.915 1.538 -1.870  0.214
C: 0.423 -3.301 0.285  0.301
O: 0.304 -2.072 0.265  -0.318
N: 1.293 -3.939 1.122  -0.384
N: -0.196 -4.104 -0.618  -0.325
H: 1.398 -4.932 0.978  0.203
H: 1.283 -3.612 2.076  0.275
H: 0.019 -5.086 -0.660  0.201
H: -0.724 -3.683 -1.362  0.162
C: 1.635 2.500 3.024  0.639
O: 0.664 2.064 2.388  -0.436
N: 1.576 2.839 4.336  -0.396
N: 2.767 2.927 2.395  -0.287
H: 2.431 3.032 4.825  0.204
H: 0.686 2.683 4.779  0.267
H: 2.826 2.598 1.448  -0.140
H: 3.583 3.088 2.963  0.270
C: -2.984 -1.934 2.047  0.468
O: -2.220 -1.084 1.560  -0.500
N: -3.926 -1.626 2.951  -0.410
N: -2.770 -3.273 1.874  -0.345
H: -4.262 -2.344 3.571  0.205
H: -3.994 -0.669 3.258  0.259
H: -1.924 -3.632 1.473  0.167
H: -3.505 -3.919 2.112  0.211
C: 2.143 3.455 -1.022  0.700
O: 1.223 2.759 -0.560  -0.583
N: 3.475 3.189 -0.944  -0.350
N: 1.850 4.541 -1.784  -0.448
H: 4.147 3.851 -1.286  0.207
H: 3.670 2.351 -0.427  0.171
H: 2.555 5.028 -2.310  0.181
H: 0.887 4.824 -1.822  0.234

The largest force on an atom is 2.4 eV/A. The value obtained for the energy above the lowest of the compared OMol25 structures with the same formula, charge and spin is 111.0 kJ/mol. As for the energy: -1748.47986 hartree. The charge is +3. As for the HOMO energy: -17.648 eV. For the orbital gap, the calculation gives 3.69 eV.

=====

Formula: C4H11S2
Source: OMol25
Level of theory: wB97M-V/def2-TZVPD

Last column: Mulliken charge in e.
Geometry (Å):
C: -1.673 -0.596 -2.176  -0.950
C: -1.583 0.861 -1.724  -0.465
S: -1.408 0.997 0.106  -0.669
H: -2.574 -1.029 -1.738  0.245
H: -0.816 -1.182 -1.849  0.198
H: -1.748 -0.629 -3.273  0.342
H: -2.480 1.407 -2.026  0.238
H: -0.720 1.338 -2.198  0.230
C: 1.203 -1.361 1.085  -0.456
S: 2.639 -0.287 1.455  -0.152
C: 1.718 1.080 2.205  -0.673
H: 0.380 -0.770 0.653  -0.110
H: 0.896 -1.800 2.033  0.247
H: 1.546 -2.117 0.381  0.285
H: 2.436 1.839 2.520  0.292
H: 1.035 1.525 1.481  0.166
H: 1.148 0.726 3.064  0.233

The largest force on an atom is 0.9 eV/A. The value obtained for the energy above the lowest of the compared OMol25 structures with the same formula, charge and spin is 15.4 kJ/mol. As for the energy: -955.39703 hartree. The charge is -1. As for the HOMO energy: -2.530 eV. For the orbital gap, the calculation gives 5.86 eV.

=====

Formula: H10N6P2
Source: OMol25
Level of theory: wB97M-V/def2-TZVPD

Last column: Mulliken charge in e.
Geometry (Å):
N: -2.013 1.628 -0.804  -0.671
N: -2.697 -1.186 -0.381  -0.409
N: -1.746 0.178 1.553  -0.594
N: 2.605 -0.030 -0.844  -0.481
N: 0.086 -0.715 -0.289  -0.653
N: 1.119 1.747 0.085  -0.511
P: -2.054 0.328 -0.094  0.599
P: 1.559 0.191 0.523  0.248
H: -2.551 -2.032 0.074  0.194
H: -3.433 -1.242 -1.062  0.217
H: -1.849 -0.755 1.914  0.276
H: -0.949 0.710 1.785  0.245
H: 2.707 0.692 -1.503  0.185
H: 3.517 -0.377 -0.748  0.237
H: 0.158 -1.596 0.138  0.260
H: 0.170 -0.861 -1.270  0.334
H: 1.307 2.084 -0.842  0.261
H: 0.165 2.072 0.457  0.263

The largest force on an atom is 3.7 eV/A. The value obtained for the energy above the lowest of the compared OMol25 structures with the same formula, charge and spin is 260.8 kJ/mol. As for the energy: -1017.21461 hartree. The charge is 0. As for the HOMO energy: -8.378 eV. For the orbital gap, the calculation gives 8.98 eV.

=====

Formula: C22H23F4
Source: OMol25
Level of theory: wB97M-V/def2-TZVPD

Last column: Mulliken charge in e.
Geometry (Å):
C: -0.462 6.009 0.976  -1.030
C: 0.459 5.208 1.548  0.878
C: 1.849 5.714 1.834  -1.303
C: 0.082 3.787 1.941  -0.701
C: -0.405 2.936 0.759  -0.364
C: -0.705 1.467 1.124  -1.190
C: -1.135 0.589 -0.037  1.007
C: -2.585 0.578 -0.455  -1.438
C: -0.234 -0.160 -0.696  -1.254
H: -1.460 5.635 0.743  0.234
H: -0.236 7.053 0.759  0.333
H: 2.456 4.946 2.325  0.360
H: 2.362 6.016 0.909  0.297
H: 1.823 6.601 2.484  0.328
H: 0.939 3.300 2.425  0.329
H: -0.743 3.827 2.674  0.305
H: -1.311 3.395 0.341  0.299
H: 0.361 2.946 -0.034  0.258
H: 0.200 1.032 1.573  0.309
H: -1.501 1.459 1.882  0.488
H: -3.195 1.177 0.230  0.392
H: -2.724 0.972 -1.476  0.332
H: -2.978 -0.451 -0.454  0.288
H: -0.546 -0.744 -1.567  0.520
H: 0.828 -0.094 -0.460  0.469
F: -3.578 -3.952 -2.018  -0.294
C: -2.809 -3.728 -0.893  0.323
C: -3.451 -3.725 0.344  -0.631
C: -2.649 -3.439 1.452  0.350
F: -3.240 -3.436 2.698  -0.292
C: -1.299 -3.168 1.354  -0.939
C: -0.658 -3.149 0.073  1.469
C: 0.679 -2.678 0.036  -0.744
C: 1.679 -2.758 -0.970  1.229
C: 3.034 -2.542 -0.553  -0.778
C: 4.048 -2.474 -1.489  0.295
F: 5.338 -2.244 -1.057  -0.283
C: 3.833 -2.637 -2.860  -0.578
C: 2.517 -2.877 -3.249  0.207
F: 2.265 -3.056 -4.594  -0.285
C: 1.449 -2.951 -2.364  -0.712
C: -1.448 -3.508 -1.057  -0.657
H: -4.509 -3.950 0.440  0.496
H: -0.707 -2.942 2.240  0.498
H: 1.043 -2.299 0.991  0.233
H: 3.240 -2.413 0.508  0.471
H: 4.646 -2.596 -3.580  0.505
H: 0.451 -3.104 -2.752  0.553
H: -1.015 -3.574 -2.046  0.419

The largest force on an atom is 1.9 eV/A. As for the energy: -1251.22070 hartree. The charge is +1. As for the HOMO energy: -10.952 eV. For the orbital gap, the calculation gives 4.29 eV.

=====

Formula: C4H4O2
Source: OMol25
Level of theory: wB97M-V/def2-TZVPD

Last column: Mulliken charge in e.
Geometry (Å):
O: -0.380 2.281 0.070  -0.538
C: -0.168 1.106 -0.013  0.239
C: -1.044 -0.151 0.064  -0.426
C: 0.233 -0.967 0.004  -0.124
O: 0.898 -0.618 -1.211  -0.382
C: 1.097 0.221 -0.082  -0.092
H: -1.846 -0.372 -0.648  0.308
H: -1.366 0.046 1.134  0.207
H: 0.459 -1.934 0.437  0.398
H: 2.116 0.388 0.245  0.410

The largest force on an atom is 1.5 eV/A. The value obtained for the energy above the lowest of the compared OMol25 structures with the same formula, charge and spin is 191.1 kJ/mol. As for the energy: -305.20668 hartree. The SMILES is O=C1C[C@H]2O[C@@H]12. The charge is 0. As for the HOMO energy: -9.718 eV. For the orbital gap, the calculation gives 10.65 eV.

=====

Formula: CH6NO
Source: OMol25
Level of theory: wB97M-V/def2-TZVPD

Last column: Mulliken spin population.
Geometry (Å):
O: 1.492 0.292 -0.912  1.033
H: 0.424 -0.677 0.831  0.001
H: 1.352 0.962 -1.673  -0.021
H: 2.507 0.364 -0.957  -0.021
C: -1.330 -0.355 0.166  0.004
N: -0.455 -0.245 1.101  0.003
H: -1.393 -1.177 -0.556  0.000
H: -2.091 0.436 0.112  0.000
H: -0.505 0.399 1.889  0.000

The largest force on an atom is 2.5 eV/A. The value obtained for the energy above the lowest of the compared OMol25 structures with the same formula, charge and spin is 250.4 kJ/mol. As for the expectation value of S²: 0.753. As for the energy: -170.77253 hartree. The charge is +2. The spin multiplicity is 2. As for the HOMO energy (spin up / spin down): -23.592 / -23.569 eV. For the orbital gap (spin up / spin down), the calculation gives 13.19 / 5.89 eV.

=====

Formula: C6H12O
Source: OMol25
Level of theory: wB97M-V/def2-TZVPD

Last column: Mulliken charge in e.
Geometry (Å):
C: 1.591 -1.362 0.796  -1.609
C: 0.314 -0.722 0.251  0.788
C: -0.924 -1.147 1.045  -1.427
C: 0.525 0.779 0.248  -0.148
O: 1.234 1.296 -0.876  -0.491
C: -0.116 1.711 -0.678  0.018
C: -1.170 1.299 -1.671  -1.292
H: 1.540 -2.455 0.770  0.406
H: 2.457 -1.037 0.209  0.362
H: 1.756 -1.054 1.837  0.356
H: 0.186 -1.039 -0.792  0.136
H: -0.903 -0.754 2.069  0.335
H: -0.972 -2.240 1.116  0.396
H: -1.851 -0.804 0.570  0.314
H: 0.855 1.186 1.211  0.450
H: -0.182 2.755 -0.363  0.430
H: -0.949 0.319 -2.103  0.350
H: -1.256 2.029 -2.484  0.375
H: -2.136 1.241 -1.155  0.250

The largest force on an atom is 0.3 eV/A. The value obtained for the energy above the lowest of the compared OMol25 structures with the same formula, charge and spin is 108.8 kJ/mol. As for the energy: -311.01784 hartree. The SMILES is CC(C)[C@H]1O[C@H]1C. The charge is 0. As for the HOMO energy: -10.051 eV. For the orbital gap, the calculation gives 11.16 eV.